ORCA calculation (ωB97M-V/def2-TZVPD) on a cluster of 2 separate species, CH7N3O2 in total at a distorted geometry.

Positions of all 13 atoms, in Å:
N -1.9232 0.4180 0.0047
N -1.3893 -0.5935 0.6511
O -1.3811 -1.6769 0.0253
H -2.1571 0.3577 -0.9857
H -1.9721 1.2986 0.4881
C 1.3308 0.8942 -0.0727
N 0.8008 -0.3781 0.3498
O 1.1093 -1.4087 -0.5487
H 0.8752 1.1529 -1.0299
H 2.4176 0.8805 -0.2023
H 1.0527 1.6446 0.6652
H 0.9963 -0.7197 1.3177
H 0.2400 -1.8696 -0.6626

Output
total charge: 0
energy: -356.88572 Ha
HOMO energy: -0.313 hartree
SMILES: NN=O.CNO
maximum force: 1.5 eV Å⁻¹
energy above the lowest of the compared OMol25 structures with the same formula, charge and spin: 3.864 eV



ORCA calculation (ωB97M-V/def2-TZVPD) on a structure of composition C15H34AsN9O3PS4W.

Positions of all 68 atoms, in Å:
W -0.5554 -0.8664 0.1167
N 0.8417 2.1630 1.4486
C -0.1228 2.2746 0.4985
N -0.6867 3.3965 0.1242
N -1.5966 3.0330 -0.8064
N -1.5936 1.7799 -0.9926
N -0.6356 1.2106 -0.1869
C 1.4325 0.9768 1.7154
N 2.3793 0.7511 2.5930
N 2.6156 -0.5682 2.5195
N 1.8756 -1.1493 1.6653
N 1.0712 -0.1679 1.0903
H 1.1839 3.0012 1.9061
C -2.7226 1.7157 -3.8447
As -3.3005 0.3229 -2.6695
C -4.1508 -1.0249 -3.7440
C -4.5226 0.8448 -1.2972
S -1.6059 -0.9954 -1.9574
H -3.5866 1.9468 -4.4716
H -1.9191 1.3249 -4.4671
H -2.4068 2.5965 -3.2944
H -5.0121 -0.5680 -4.2343
H -4.4833 -1.8567 -3.1266
H -3.4528 -1.3743 -4.5033
H -5.4585 1.0745 -1.8105
H -4.1590 1.7128 -0.7586
H -4.6710 -0.0045 -0.6324
C -4.0961 -4.4286 3.6585
C -4.7597 -3.0948 3.4576
C -5.0368 -2.2991 4.6991
O -3.8583 -2.2270 2.5193
P -2.3910 -1.8557 2.5768
S -2.0994 -0.0017 1.7023
S -1.1951 -2.8790 1.2130
O -1.8477 -1.9556 4.0031
C -0.4214 -1.7182 4.4927
C -0.3580 -0.3105 5.0253
C -0.1608 -2.7879 5.5189
H -4.7935 -5.0719 4.1973
H -3.1953 -4.3432 4.2675
H -3.8718 -4.9154 2.7094
H -5.6354 -3.1712 2.8197
H -4.1493 -2.2001 5.3229
H -5.7914 -2.8383 5.2745
H -5.4427 -1.3166 4.4645
H 0.2112 -1.8521 3.6130
H -1.0294 -0.1867 5.8742
H -0.6050 0.4313 4.2635
H 0.6597 -0.1160 5.3663
H -0.8403 -2.6822 6.3641
H 0.8584 -2.6740 5.8895
H -0.2596 -3.7872 5.0964
C 3.5726 -4.7018 0.3865
C 2.1625 -4.1121 0.3186
S 2.2345 -2.6450 -0.7150
O 0.7292 -2.0464 -0.6789
C 2.2335 -3.3320 -2.3724
C 2.1607 -2.2287 -3.4182
H 3.5395 -5.5421 1.0788
H 4.2953 -3.9819 0.7695
H 3.9139 -5.0843 -0.5734
H 1.8365 -3.7377 1.2885
H 1.4248 -4.7975 -0.0999
H 1.4214 -4.0570 -2.4384
H 3.1883 -3.8641 -2.4203
H 1.2149 -1.6895 -3.3638
H 2.2314 -2.6857 -4.4039
H 2.9851 -1.5240 -3.3159

Output
total charge: +3
energy: -5546.54812 Ha
HOMO energy: -0.643 hartree
maximum force: 0.8 eV Å⁻¹
energy above the lowest of the compared OMol25 structures with the same formula, charge and spin: 0.000 eV



ORCA calculation (ωB97M-V/def2-TZVPD) on a cluster of 6 separate species, C4H19NO7 in total at a distorted geometry.

Positions of all 31 atoms, in Å:
N 0.2850 -0.1379 -1.4658
C 0.4909 0.0305 -0.1424
O 0.1465 -0.8430 0.6638
C 1.2309 1.2444 0.3603
C 0.6037 2.6065 0.1105
C -0.7911 2.7676 0.6808
O -1.7445 2.4683 -0.3500
H 0.3078 0.7239 -1.9973
H -0.3852 -0.8462 -1.7705
H 1.2487 1.0901 1.4425
H 2.2921 1.1830 0.1141
H 1.2196 3.3622 0.5654
H 0.4412 2.7942 -0.9540
H -0.9823 2.0702 1.5028
H -0.9401 3.7924 0.9958
H -2.5558 2.9752 -0.2852
O 1.6762 -1.7632 2.8215
H 1.1307 -1.2403 2.1995
H 2.1820 -1.1502 3.3636
O -1.6342 -1.7484 -2.2774
H -2.2132 -1.0862 -1.8497
H -1.8403 -2.6000 -1.8836
O 0.7568 -3.6081 -0.3299
H 0.4980 -2.7165 -0.0745
H 0.6157 -4.1277 0.4800
O 2.9673 -2.0372 0.2927
H 2.7495 -2.0417 1.2355
H 2.3676 -2.6954 -0.0823
O -3.3577 0.1583 -0.9505
H -3.9352 0.4307 -1.6880
H -2.8306 0.9445 -0.7278

Output
total charge: 0
energy: -745.27465 Ha
HOMO energy: -0.366 hartree
SMILES: NC(=O)CCCO.O.O.O.O.O
maximum force: 1.8 eV Å⁻¹
energy above the lowest of the compared OMol25 structures with the same formula, charge and spin: 0.503 eV



ORCA calculation (ωB97M-V/def2-TZVPD) on a cluster of 6 separate species, C16H18Cl8F2 in total.

Positions of all 44 atoms, in Å:
F 0.5836 2.7959 -2.0114
C -0.5511 2.7690 -2.7231
C -0.4837 2.6670 -4.0995
C -1.6520 2.6542 -4.8192
C -2.8779 2.6990 -4.1780
C -2.9259 2.7877 -2.7865
C -1.7569 2.8275 -2.0521
H 0.4833 2.5741 -4.5782
H -1.6151 2.6195 -5.9007
H -3.8027 2.7253 -4.7391
H -3.8783 2.8727 -2.2790
H -1.8052 2.8948 -0.9720
F 0.0363 -4.8778 3.6663
C 0.9328 -5.2138 2.7145
C 1.3716 -4.2451 1.8636
C 2.3003 -4.5992 0.8943
C 2.7427 -5.9133 0.7839
C 2.3022 -6.8710 1.6880
C 1.3715 -6.5208 2.6634
H 0.9521 -3.2522 1.9556
H 2.7028 -3.8756 0.1950
H 3.4786 -6.2082 0.0455
H 2.6899 -7.8812 1.6435
H 0.9377 -7.2233 3.3637
Cl -2.6034 6.0044 1.1493
C -1.0536 5.3015 1.5740
Cl 0.0568 6.4726 2.2866
H -1.2019 4.4870 2.2682
H -0.5773 4.9440 0.6711
Cl 0.4074 2.2037 1.1018
C 0.0812 0.5209 0.6948
Cl 0.5797 -0.5283 2.0371
H -0.9805 0.3628 0.6066
H 0.6105 0.2329 -0.2011
Cl 1.3748 3.4549 4.4920
C 2.2985 1.9758 4.1937
Cl 1.7706 0.6345 5.2061
H 2.1638 1.6789 3.1618
H 3.3415 2.1818 4.3918
Cl -0.0627 -1.9324 -3.0814
C -1.6330 -1.1544 -2.9051
Cl -2.2589 -1.2860 -1.2583
H -1.5095 -0.1187 -3.1664
H -2.3408 -1.6414 -3.5610

Output
total charge: 0
energy: -4501.73129 Ha
HOMO energy: -0.341 hartree
SMILES: Fc1ccccc1.Fc1ccccc1.ClCCl.ClCCl.ClCCl.ClCCl
maximum force: 0.9 eV Å⁻¹
energy above the lowest of the compared OMol25 structures with the same formula, charge and spin: 0.000 eV



ORCA calculation (ωB97M-V/def2-TZVPD) on the ion C4H13N3 with charge +2 at a distorted geometry.

Positions of all 20 atoms, in Å:
N -1.2116 -0.6258 2.3269
C -0.7861 0.6307 2.2059
N -0.5558 1.2399 1.0765
C -1.0974 0.8115 -0.2371
C -0.2825 -0.3061 -0.9118
C 1.2158 -0.0065 -0.9115
N 1.9370 -0.9450 -1.8765
H -1.3218 -0.9280 3.2868
H -1.9405 -0.9550 1.6980
H -0.6405 1.1806 3.1317
H -0.2766 2.2082 1.1707
H -1.1235 1.6925 -0.8676
H -2.1364 0.5231 -0.1015
H -0.4997 -1.2504 -0.4114
H -0.5817 -0.4151 -1.9588
H 1.6495 -0.1814 0.0606
H 1.4205 0.9978 -1.2636
H 2.6540 -0.5535 -2.4914
H 2.3538 -1.7695 -1.4308
H 1.2236 -1.3480 -2.4949

Output
total charge: +2
energy: -323.87648 Ha
HOMO energy: -0.705 hartree
SMILES: N/C=[NH+]\CCC[NH3+]
maximum force: 1.2 eV Å⁻¹
energy above the lowest of the compared OMol25 structures with the same formula, charge and spin: 0.449 eV



ORCA calculation (ωB97M-V/def2-TZVPD) on a structure of composition C5H8O2.

Positions of all 15 atoms, in Å:
C -0.5152 0.0891 -1.5557
C 0.1646 0.1175 -0.1541
C 1.4447 0.8811 0.2110
C -0.8289 0.0553 1.0354
C -0.6060 -1.4411 0.8969
O -1.1019 -2.4549 1.2823
O 0.4472 -1.3189 0.0546
H -1.6066 0.0385 -1.4412
H -0.2724 0.9004 -2.2425
H -0.2451 -0.8538 -2.0532
H 1.8494 0.3573 1.0879
H 2.2159 0.8541 -0.5617
H 1.2921 1.9224 0.5227
H -0.3926 0.4131 1.9771
H -1.8452 0.4398 0.9406

Output
total charge: 0
energy: -345.78183 Ha
HOMO energy: -0.381 hartree
maximum force: 0.8 eV Å⁻¹
energy above the lowest of the compared OMol25 structures with the same formula, charge and spin: 0.629 eV